No. 1
C46H46FN6O8PSiSn | wB97M-V/def2-TZVPD

The geometry in XYZ format:
```
110
Properties=species:S:1:pos:R:3:mulliken_charge:R:1
Sn -0.101 0.122 -1.337 1.29
O -1.881 -3.824 -5.904 -0.58
C -2.400 -4.332 -4.797 0.43
O -3.191 -5.246 -4.814 -0.65
C -1.958 -3.734 -3.507 0.35
C -2.260 -4.289 -2.282 -0.70
N -1.740 -3.477 -1.344 -0.16
N -1.126 -2.422 -1.875 0.27
C -1.250 -2.552 -3.178 -0.25
C -0.642 -1.482 -4.022 0.66
O -0.495 -1.704 -5.227 -0.89
O -0.383 -0.374 -3.448 0.06
H -1.273 -3.048 -5.698 0.47
H -2.805 -5.187 -2.048 0.55
H -1.722 -3.571 -0.339 0.06
F -0.904 -1.095 6.242 -0.35
C 0.076 -1.565 5.424 0.82
C -0.113 -1.566 4.071 -0.94
C 0.870 -2.096 3.241 0.01
C 0.619 -2.120 1.770 0.87
O -0.501 -1.883 1.340 -0.69
C 1.774 -2.480 0.973 0.19
C 2.853 -2.998 1.598 -0.29
N 3.007 -3.137 2.953 0.25
C 4.183 -3.776 3.480 -0.32
C 4.658 -5.032 2.825 -0.96
C 4.027 -5.094 4.185 -0.40
C 2.041 -2.624 3.797 -0.29
C 2.222 -2.592 5.185 -0.38
C 1.245 -2.059 6.003 -0.99
N 1.471 -2.037 7.416 0.34
C 1.268 -3.306 8.087 -0.47
C 2.007 -3.308 9.409 -0.71
N 1.530 -2.131 10.226 -0.16
C 1.722 -0.829 9.480 -0.94
C 0.945 -0.929 8.185 -0.59
C 1.905 -2.334 -0.532 0.00
O 2.502 -3.224 -1.121 -0.69
O 1.536 -1.213 -1.004 -0.73
H -1.019 -1.175 3.624 0.64
H 3.688 -3.337 1.001 0.68
H 4.938 -3.096 3.859 0.43
H 5.725 -5.175 2.738 0.26
H 4.081 -5.407 1.992 0.36
H 4.655 -5.290 5.043 0.28
H 3.025 -5.498 4.242 0.22
H 3.140 -2.949 5.631 0.65
H 1.664 -4.114 7.475 0.44
H 0.198 -3.517 8.260 0.22
H 3.076 -3.165 9.261 0.36
H 1.826 -4.209 9.991 0.39
H 1.997 -2.106 11.133 0.35
H 0.529 -2.249 10.407 0.40
H 2.790 -0.733 9.297 0.36
H 1.374 -0.025 10.125 0.42
H 1.058 0.001 7.632 0.49
H -0.125 -1.041 8.416 0.43
O -2.693 3.537 1.249 -0.37
N -1.429 3.278 0.726 -0.39
C -1.227 3.617 -0.486 -0.44
C -2.201 4.317 -1.376 -0.50
C -2.644 5.593 -1.012 0.04
C -3.550 6.279 -1.803 -0.53
C -4.022 5.693 -2.970 -0.82
C -3.577 4.435 -3.340 -0.53
C -2.665 3.730 -2.557 0.15
P -2.043 2.049 -3.027 1.49
C -1.784 2.248 -4.824 0.46
C -0.465 2.472 -5.214 -0.60
C -0.152 2.678 -6.550 -0.52
C -1.152 2.645 -7.512 -0.61
C -2.467 2.405 -7.133 -0.94
C -2.780 2.207 -5.797 0.02
C -3.539 1.009 -2.887 0.52
C -3.725 -0.082 -3.736 -0.59
C -4.761 -0.980 -3.516 -0.93
C -5.621 -0.804 -2.441 -0.68
C -5.431 0.268 -1.578 -0.71
C -4.393 1.162 -1.795 -0.57
H -3.235 3.939 0.548 0.48
H -0.241 3.364 -0.869 0.68
H -2.254 6.046 -0.108 0.48
H -3.880 7.268 -1.514 0.41
H -4.733 6.218 -3.595 0.44
H -3.940 3.995 -4.260 0.38
H 0.319 2.457 -4.465 0.24
H 0.877 2.844 -6.841 0.40
H -0.908 2.789 -8.557 0.39
H -3.250 2.363 -7.880 0.40
H -3.809 2.008 -5.517 0.44
H -3.042 -0.248 -4.562 0.59
H -4.886 -1.824 -4.182 0.46
H -6.428 -1.504 -2.271 0.40
H -6.086 0.406 -0.728 0.43
H -4.243 1.978 -1.098 0.22
C 2.296 5.114 -3.840 -0.81
Si 3.302 3.671 -3.227 -0.03
C 4.517 4.280 -1.957 -1.03
C 4.223 2.913 -4.652 -0.97
C 2.190 2.442 -2.495 0.32
C 1.393 1.623 -2.067 -0.75
H 2.946 5.879 -4.274 0.35
H 1.732 5.568 -3.021 0.25
H 1.578 4.803 -4.601 0.21
H 5.171 5.042 -2.390 0.30
H 5.139 3.463 -1.588 0.31
H 3.997 4.718 -1.102 0.29
H 4.845 3.663 -5.148 0.31
H 3.528 2.500 -5.386 0.27
H 4.865 2.099 -4.313 0.31
```

The value obtained for the LUMO energy is -0.0760 hartree. For the HOMO-LUMO gap, the calculation gives 4.16 eV. The value obtained for the relative energy (zero: lowest compared OMol25 entry of this formula, charge and spin) is 18.2 kcal/mol. The calculation puts the total energy at -99481.7207 eV. The calculation puts the HOMO energy at -6.2265 eV.

---

No. 2
C2H2BrCl | wB97M-V/def2-TZVPD

The geometry in XYZ format:
```
6
Properties=species:S:1:pos:R:3:mulliken_charge:R:1
C 0.534 1.504 0.004 0.17
C -0.485 0.844 0.120 -0.57
Cl 0.897 -2.291 0.184 -0.25
Br -2.124 0.077 0.240 0.02
H 1.448 1.983 -0.088 0.40
H -0.271 -2.116 -0.460 0.23
```

The value obtained for the LUMO energy is 0.0183 hartree. Its structure (SMILES) is C#CBr.Cl. For the HOMO-LUMO gap, the calculation gives 10.63 eV. The value obtained for the relative energy (zero: lowest compared OMol25 entry of this formula, charge and spin) is 33.0 kcal/mol. The calculation puts the total energy at -84668.8495 eV. The calculation puts the HOMO energy at -10.1273 eV.

---

No. 3
C32H28CdN6O3S3 | wB97M-V/def2-TZVPD

The geometry in XYZ format:
```
73
Properties=species:S:1:pos:R:3:mulliken_charge:R:1
Cd 0.137 0.066 -0.892 3.93
C -3.520 -2.607 -1.793 -1.79
C -2.265 -1.792 -1.806 0.25
N -1.654 -1.413 -0.748 0.48
N -2.113 -1.827 0.466 -0.96
C -1.414 -1.274 1.449 -0.50
O -0.504 -0.397 1.335 -0.65
C -1.759 -1.727 2.834 0.57
C -1.039 -1.205 3.904 -0.14
C -1.321 -1.608 5.201 -1.02
C -2.324 -2.539 5.436 -0.37
C -3.043 -3.064 4.370 -0.75
C -2.763 -2.662 3.073 -0.23
C -1.618 -1.442 -3.103 0.41
C -2.205 -1.773 -4.321 -0.92
C -1.536 -1.470 -5.496 -0.46
C -0.301 -0.850 -5.435 -0.90
C 0.216 -0.551 -4.183 -0.25
N -0.421 -0.843 -3.058 0.57
H -3.924 -2.625 -0.786 0.38
H -3.323 -3.636 -2.104 0.31
H -4.265 -2.194 -2.475 0.41
H -0.243 -0.498 3.702 0.39
H -0.752 -1.200 6.027 0.42
H -2.542 -2.858 6.448 0.38
H -3.823 -3.793 4.553 0.41
H -3.313 -3.067 2.236 0.45
H -3.164 -2.267 -4.351 0.34
H -1.977 -1.722 -6.452 0.42
H 0.257 -0.601 -6.327 0.42
H 1.176 -0.061 -4.070 0.46
O 2.241 0.034 -1.010 -1.26
C 2.812 -0.078 0.245 1.95
C 2.394 -1.419 0.869 -0.25
C 1.850 -2.438 0.143 -0.55
C 1.526 -3.582 0.924 -0.97
C 1.850 -3.423 2.234 -0.44
S 2.520 -1.877 2.523 0.00
C 2.383 1.152 1.068 -0.32
C 2.063 2.345 0.485 -0.23
C 1.766 3.373 1.421 -1.10
C 1.881 2.948 2.708 -0.51
S 2.349 1.304 2.782 -0.03
C 4.326 -0.035 0.079 -0.83
C 5.322 -0.301 0.970 -0.50
C 6.619 -0.072 0.428 -0.69
C 6.566 0.362 -0.861 -0.51
S 4.956 0.502 -1.421 -0.11
H 1.709 -2.365 -0.926 0.73
H 1.075 -4.479 0.525 0.42
H 1.713 -4.117 3.048 0.49
H 2.062 2.467 -0.589 0.85
H 1.482 4.381 1.147 0.48
H 1.706 3.503 3.617 0.48
H 5.144 -0.655 1.976 0.40
H 7.540 -0.234 0.970 0.40
H 7.395 0.590 -1.513 0.45
C -1.773 4.433 -3.307 -0.93
N -1.753 3.853 -1.969 0.16
C -2.367 4.449 -0.915 0.01
C -2.335 3.917 0.321 -1.41
C -1.620 2.683 0.484 0.63
N -1.060 2.081 -0.560 -0.04
C -1.080 2.644 -1.800 -0.03
O -0.532 2.111 -2.758 -0.61
N -1.478 2.131 1.682 0.12
H -2.196 5.433 -3.243 0.32
H -2.371 3.821 -3.979 0.29
H -0.760 4.483 -3.698 0.30
H -2.875 5.379 -1.132 0.33
H -2.814 4.410 1.152 0.45
H -1.917 2.547 2.482 0.22
H -0.982 1.234 1.765 -0.20
```

The value obtained for the LUMO energy is -0.0001 hartree. For the HOMO-LUMO gap, the calculation gives 7.61 eV. The value obtained for the relative energy (zero: lowest compared OMol25 entry of this formula, charge and spin) is 0.0 kcal/mol. The calculation puts the total energy at -85793.4490 eV. The calculation puts the HOMO energy at -7.6158 eV.